Computed, not measured: C5H14BFN2O4S in the gas phase, with ωB97M-V/def2-TZVPD.

Positions of all 28 atoms, in Å:
S 0.14 -1.44 -2.49
F -1.33 -1.22 -2.99
O 0.37 3.43 -0.97
O 0.19 -2.72 -1.90
O 0.97 -1.11 -3.59
O -1.55 2.14 -0.48
N 0.13 -0.26 -1.33
N -1.36 0.63 2.60
C 0.30 1.07 -1.95
C 0.43 -1.00 2.11
C 1.18 -0.50 -0.30
C 0.86 -1.57 0.75
C -1.08 -0.77 2.27
B -0.32 2.25 -1.07
H -2.29 0.72 2.98
H 0.75 -1.72 2.87
H 1.31 3.32 -1.16
H 0.96 -0.06 2.32
H 0.08 -2.23 0.37
H 1.32 0.45 0.21
H -2.23 2.70 -0.87
H -0.73 0.92 3.34
H -0.27 1.09 -2.89
H -1.48 -1.46 3.02
H 1.74 -2.19 0.89
H 1.34 1.23 -2.24
H -1.58 -1.00 1.32
H 2.14 -0.71 -0.80

## Properties
**2S+1**: 1
**Largest force on an atom**: 0.7 eV/A
**HOMO-LUMO gap**: 0.3512 Eh



Computed, not measured: a molecular structure, C17H35N2O2PReSi in a non-equilibrium geometry, with ωB97M-V/def2-TZVPD.

Positions of all 59 atoms, in Å:
Re 0.00 -0.11 -0.20
P 0.45 1.02 -2.09
Si 0.23 -2.13 -1.43
O 2.19 -0.59 0.03
O -0.13 -1.00 1.69
N -1.75 0.17 -0.27
N -0.65 -1.35 3.83
C -0.22 -2.74 3.70
C -0.88 1.03 -3.36
C -1.06 0.90 2.89
C 0.78 2.82 -1.94
C 1.92 0.53 -3.09
C -1.13 -0.94 5.13
C -3.99 0.97 0.16
C -0.60 -0.52 2.78
C 1.89 -3.01 -1.54
C -3.62 -1.00 -1.24
C -5.35 0.86 -0.06
C 3.11 -0.08 0.72
C 2.98 0.58 2.05
C -5.86 -0.16 -0.88
C 4.51 -0.40 0.29
C -3.09 0.05 -0.44
C -4.99 -1.09 -1.47
H -2.18 -0.61 5.09
H -0.22 -2.09 -2.86
H 1.11 1.08 0.66
H 0.61 -2.93 4.38
H -1.87 1.11 2.17
H -6.93 -0.24 -1.06
H 4.96 -1.01 1.09
H -2.91 -1.72 -1.68
H 0.96 3.25 -2.93
H -0.22 1.59 2.69
H -5.38 -1.89 -2.10
H 2.63 -2.42 -2.09
H -3.56 1.76 0.78
H -6.03 1.57 0.40
H 3.95 1.06 2.27
H 2.20 1.34 2.12
H 2.00 1.21 -3.95
H 2.82 -0.19 2.81
H -0.08 3.31 -1.49
H -0.54 1.60 -4.24
H -1.05 -3.40 3.99
H 1.73 -3.97 -2.07
H -1.44 1.11 3.90
H -0.64 -3.14 -0.75
H 1.66 2.98 -1.31
H 1.82 -0.50 -3.45
H 5.10 0.52 0.20
H -0.52 -0.11 5.53
H 0.08 -2.96 2.67
H 4.53 -0.97 -0.65
H -1.04 -1.79 5.80
H 2.83 0.61 -2.48
H -1.78 1.52 -2.95
H 2.26 -3.23 -0.53
H -1.14 0.01 -3.66

## Properties
**ΔE to the lowest compared entry with this formula, charge and spin**: 28.7 kcal per mole
**2S+1**: 4
**Largest force on an atom**: 4.7 eV/A
**HOMO-LUMO gap (spin up / spin down)**: 0.1610 / 0.2586 Eh